{
  "formula": "C32H81N5O12",
  "method": "ωB97M-V with the def2-TZVPD basis set",
  "symbols": ["C", "C", "O", "O", "H", "H", "H", "H", "H", "H", "C", "O", "C", "C", "N", "C", "C", "O", "C", "H", "H", "H", "H", "H", "H", "H", "H", "H", "H", "H", "H", "H", "H", "H", "C", "O", "C", "C", "N", "C", "C", "O", "C", "H", "H", "H", "H", "H", "H", "H", "H", "H", "H", "H", "H", "H", "H", "H", "C", "O", "C", "C", "N", "C", "C", "O", "C", "H", "H", "H", "H", "H", "H", "H", "H", "H", "H", "H", "H", "H", "H", "H", "C", "O", "C", "C", "N", "C", "C", "O", "C", "H", "H", "H", "H", "H", "H", "H", "H", "H", "H", "H", "H", "H", "H", "H", "C", "O", "C", "C", "N", "C", "C", "O", "C", "H", "H", "H", "H", "H", "H", "H", "H", "H", "H", "H", "H", "H", "H", "H"],
  "positions_angstrom": [[15.667, -23.961, 17.097], [15.178, -23.262, 18.389], [14.217, -22.296, 17.959], [16.731, -23.296, 16.540], [14.853, -24.087, 16.314], [16.006, -25.000, 17.266], [15.974, -22.793, 18.951], [14.650, -23.959, 18.927], [14.707, -21.798, 17.318], [16.701, -22.366, 16.582], [14.407, -21.988, 14.671], [14.577, -20.970, 15.645], [15.388, -19.914, 15.165], [16.834, -20.257, 15.537], [16.849, -20.427, 16.991], [18.186, -20.612, 17.572], [19.135, -19.423, 17.369], [20.448, -19.613, 17.882], [21.233, -18.448, 17.775], [13.786, -22.742, 15.194], [15.357, -22.405, 14.314], [13.822, -21.664, 13.811], [15.085, -18.996, 15.614], [15.311, -19.824, 14.067], [17.404, -19.432, 15.187], [17.144, -21.084, 14.902], [16.622, -19.495, 17.351], [18.701, -21.403, 17.087], [18.049, -20.912, 18.632], [18.744, -18.520, 17.778], [19.242, -19.267, 16.283], [22.110, -18.538, 18.405], [20.716, -17.517, 18.152], [21.508, -18.320, 16.694], [13.297, -20.051, 20.519], [14.241, -19.051, 20.273], [15.590, -19.554, 20.190], [16.506, -18.410, 19.818], [16.187, -18.136, 18.438], [16.701, -16.856, 17.999], [16.530, -16.667, 16.494], [16.830, -15.351, 16.212], [16.989, -14.992, 14.856], [12.294, -19.632, 20.556], [13.420, -20.686, 21.395], [13.290, -20.691, 19.641], [15.808, -20.465, 19.612], [15.926, -19.828, 21.205], [17.573, -18.619, 19.949], [16.159, -17.521, 20.397], [15.152, -18.159, 18.354], [17.723, -16.762, 18.155], [16.200, -16.128, 18.572], [15.524, -16.838, 16.177], [17.180, -17.317, 15.865], [17.641, -15.637, 14.362], [17.333, -13.967, 14.712], [15.957, -15.065, 14.426], [13.051, -16.542, 17.043], [12.531, -17.698, 16.475], [12.530, -18.900, 17.241], [11.666, -19.888, 16.459], [11.704, -21.189, 17.078], [10.690, -21.263, 18.090], [10.541, -22.702, 18.558], [9.606, -22.744, 19.558], [9.247, -24.077, 19.932], [12.416, -16.245, 17.868], [13.039, -15.687, 16.351], [13.990, -16.675, 17.598], [12.128, -18.767, 18.261], [13.549, -19.099, 17.356], [11.992, -19.973, 15.424], [10.735, -19.452, 16.395], [12.666, -21.446, 17.332], [9.711, -21.014, 17.786], [10.997, -20.651, 19.017], [11.478, -23.051, 18.917], [10.216, -23.327, 17.764], [9.916, -24.561, 20.594], [9.162, -24.666, 19.061], [8.266, -24.133, 20.412], [11.554, -29.479, 9.616], [10.691, -28.401, 10.043], [10.771, -28.024, 11.399], [11.555, -26.700, 11.533], [11.568, -26.279, 12.945], [12.680, -26.900, 13.681], [13.927, -26.014, 13.489], [15.078, -26.411, 14.142], [16.224, -25.570, 13.888], [11.100, -30.482, 9.904], [12.518, -29.342, 10.071], [11.514, -29.467, 8.538], [11.268, -28.724, 12.060], [9.790, -27.854, 11.892], [10.993, -25.939, 10.981], [12.537, -26.767, 11.083], [11.751, -25.290, 12.736], [12.880, -27.956, 13.413], [12.564, -26.890, 14.788], [13.793, -25.053, 13.911], [14.200, -25.930, 12.427], [16.026, -24.500, 13.895], [16.592, -25.718, 12.841], [16.977, -25.903, 14.575], [4.946, -28.396, 13.976], [6.040, -27.977, 14.723], [7.118, -27.761, 13.826], [8.357, -27.404, 14.611], [7.976, -26.315, 15.546], [8.914, -26.049, 16.643], [10.352, -25.843, 16.175], [11.227, -25.676, 17.266], [12.357, -24.953, 16.954], [4.627, -27.903, 13.031], [4.039, -28.513, 14.552], [5.214, -29.444, 13.700], [6.756, -26.916, 13.248], [7.295, -28.678, 13.175], [9.162, -27.076, 13.935], [8.690, -28.234, 15.168], [7.085, -26.663, 15.852], [8.834, -26.757, 17.514], [8.531, -25.177, 17.017], [10.429, -25.056, 15.446], [10.657, -26.728, 15.605], [12.230, -24.098, 16.274], [13.034, -25.579, 16.437], [12.755, -24.622, 17.855]],
  "mulliken_charge": [0.22, -1.49, 0.54, -0.61, -0.24, 0.51, 0.12, 0.76, -0.44, 0.30, -0.61, 0.36, -0.58, -0.71, 1.55, -1.19, 0.59, -0.45, -0.62, -0.42, 0.30, 0.46, -0.06, 0.51, 0.62, 0.41, -1.24, 0.55, 0.48, -0.57, 0.35, 0.29, 0.21, 0.25, -0.36, -0.43, 0.01, -0.86, 0.04, -1.60, 0.47, -0.52, -0.76, 0.36, 0.44, -0.18, -0.48, 0.57, 0.43, 0.54, -0.26, 0.73, 0.51, 0.18, -0.08, 0.32, 0.27, 0.27, -0.83, -0.44, 1.43, -1.81, 0.49, -0.51, -0.03, -0.47, -0.51, 0.42, 0.24, 0.26, 0.68, -1.00, 0.18, 0.64, -0.12, 0.64, 0.01, 0.29, -0.03, 0.33, 0.00, 0.33, -0.63, -0.41, -0.13, -0.64, 0.05, -0.42, -0.31, -0.41, -0.59, 0.23, 0.32, 0.25, 0.46, -0.22, 0.43, 0.33, 0.23, 0.25, 0.09, 0.12, 0.43, 0.18, 0.38, 0.23, -0.78, -0.38, -0.61, -0.21, -0.35, -1.20, -0.19, -0.49, -1.39, 0.29, 0.30, 0.31, 0.36, 0.41, -0.01, 0.30, 0.34, 0.24, 0.49, 0.27, 0.59, 0.41, 0.73, 0.48],
  "homo_lumo_gap_ha": 0.318,
  "homo_energy_ev": -8.1,
  "spin_multiplicity": 1,
  "relative_energy_kcal_mol": 85.0,
  "smiles": "COCCNCCOC.COCCNCCOC.COCCNCCOC.COCCNCCOC.COCCNCCOC.OCCO"
}